[1]
# C50H47As2Cl3GeN4O5Rb

A structure of composition C50H47As2Cl3GeN4O5Rb (ωB97M-V/def2-TZVPD, the OMol25 dataset).

Geometry as XYZ:
```
113
Properties=species:S:1:pos:R:3:lowdin_charge:R:1
Rb 0.11 -0.72 1.14 0.766
O -1.43 -3.99 4.37 0.117
C -0.89 -3.36 3.31 -0.477
O -1.50 -2.56 2.64 0.019
C 0.54 -3.77 3.07 -0.208
C 1.17 -4.77 3.78 0.019
C 2.51 -5.02 3.48 -0.033
C 3.15 -4.25 2.52 -0.011
C 2.43 -3.23 1.90 -0.231
N 1.16 -3.03 2.16 0.078
C 3.11 -2.27 0.91 -0.673
O 3.88 -2.75 0.09 0.034
O 2.79 -1.03 1.06 -0.317
H -2.34 -3.66 4.44 0.127
H 0.65 -5.33 4.54 0.118
H 3.05 -5.80 4.00 0.112
H 4.20 -4.40 2.28 0.126
C -1.07 -0.19 -2.05 -0.448
C -0.55 -1.40 -2.81 -0.422
As 0.92 -2.28 -1.82 1.306
C 1.80 -3.27 -3.23 -0.389
C 1.08 -3.95 -4.21 -0.103
C 1.75 -4.62 -5.22 -0.088
C 3.14 -4.64 -5.25 -0.092
C 3.86 -3.98 -4.26 -0.080
C 3.19 -3.29 -3.25 -0.112
C -0.02 -3.77 -0.95 -0.385
C -1.34 -3.68 -0.52 -0.121
C -1.92 -4.72 0.19 -0.090
C -1.18 -5.85 0.50 -0.089
C 0.14 -5.94 0.09 -0.079
C 0.72 -4.91 -0.63 -0.109
As 0.27 1.27 -1.68 1.306
C -0.65 2.83 -2.39 -0.406
C -0.14 4.05 -1.93 -0.116
C -0.71 5.25 -2.33 -0.079
C -1.79 5.25 -3.20 -0.094
C -2.30 4.05 -3.66 -0.090
C -1.74 2.85 -3.27 -0.120
C 1.58 0.98 -3.10 -0.404
C 2.81 0.44 -2.71 -0.149
C 3.80 0.23 -3.66 -0.081
C 3.59 0.56 -4.98 -0.083
C 2.37 1.11 -5.37 -0.082
C 1.37 1.32 -4.43 -0.101
H -1.45 -0.49 -1.07 0.002
H -1.92 0.26 -2.56 0.047
H -0.12 -1.11 -3.77 0.060
H -1.35 -2.11 -3.01 0.067
H 0.00 -3.95 -4.18 0.102
H 1.19 -5.15 -5.99 0.100
H 3.66 -5.16 -6.03 0.100
H 4.94 -4.00 -4.27 0.104
H 3.75 -2.80 -2.46 0.085
H -1.93 -2.80 -0.74 0.094
H -2.95 -4.63 0.52 0.107
H -1.63 -6.66 1.06 0.103
H 0.73 -6.82 0.33 0.106
H 1.76 -4.98 -0.93 0.109
H 0.69 4.06 -1.24 0.083
H -0.30 6.18 -1.96 0.105
H -2.24 6.19 -3.51 0.101
H -3.15 4.05 -4.34 0.102
H -2.15 1.92 -3.65 0.092
H 2.99 0.17 -1.68 0.076
H 4.75 -0.19 -3.34 0.109
H 4.37 0.40 -5.72 0.103
H 2.20 1.38 -6.41 0.102
H 0.43 1.77 -4.74 0.096
Cl 4.01 -1.50 4.35 0.126
Ge 2.97 0.11 3.27 0.038
Cl 0.87 -0.19 4.02 0.104
Cl 3.66 1.88 4.38 0.060
C -4.77 4.06 3.40 -0.004
N -4.34 3.26 2.26 -0.077
N -3.34 2.33 2.52 0.044
C -2.54 2.17 1.39 -0.405
O -1.68 1.29 1.29 -0.126
C -2.97 3.20 0.48 0.089
C -4.03 3.83 1.05 -0.263
C -4.80 5.01 0.56 -0.006
C -3.55 1.30 3.48 -0.199
C -4.81 0.72 3.63 -0.016
C -4.98 -0.29 4.55 -0.075
C -3.90 -0.75 5.30 -0.088
C -2.64 -0.18 5.13 -0.074
C -2.47 0.86 4.22 -0.021
H -4.78 3.42 4.28 0.087
H -5.79 4.42 3.22 0.094
H -4.11 4.91 3.58 0.100
H -2.55 3.40 -0.50 0.102
H -4.46 5.29 -0.44 0.083
H -4.66 5.87 1.22 0.087
H -5.86 4.79 0.52 0.092
H -5.63 1.08 3.02 0.118
H -5.96 -0.74 4.69 0.105
H -4.04 -1.54 6.03 0.104
H -1.79 -0.53 5.70 0.103
H -1.50 1.32 4.09 0.084
N 1.68 1.82 1.65 -0.013
C 2.27 2.97 1.10 -0.339
C 1.83 4.24 1.45 -0.042
C 2.41 5.36 0.88 -0.098
C 3.44 5.23 -0.05 -0.105
C 3.88 3.96 -0.39 -0.079
C 3.31 2.83 0.17 -0.034
H 0.74 1.98 2.01 0.058
H 1.73 1.03 1.03 -0.057
H 1.02 4.35 2.17 0.114
H 2.06 6.35 1.17 0.101
H 3.89 6.10 -0.50 0.097
H 4.67 3.84 -1.12 0.106
H 3.65 1.84 -0.10 0.108
```

LUMO (alpha / beta) = 0.0045 / -0.0423 Eh
spin multiplicity = 2
gap between HOMO and LUMO (alpha / beta) = 7.4 / 6.8 eV

---

[2]
# C50H47GeN6OTeW

A structure of composition C50H47GeN6OTeW (ωB97M-V/def2-TZVPD, the OMol25 dataset).

Geometry as XYZ:
```
107
Properties=species:S:1:pos:R:3:lowdin_charge:R:1
W 1.12 -0.58 -0.99 1.045
N -1.69 -3.40 -2.76 0.035
C -1.36 -2.71 -1.68 -0.137
N -0.16 -2.18 -1.87 -0.019
C 0.20 -2.58 -3.14 -0.309
N -0.72 -3.33 -3.72 0.127
C 1.44 -2.08 -3.65 -0.224
C 2.01 -2.44 -4.86 -0.116
N 3.17 -1.99 -5.30 0.043
C 3.79 -1.11 -4.45 -0.155
C 3.28 -0.71 -3.25 -0.147
N 2.07 -1.17 -2.79 -0.110
H -2.53 -3.91 -2.94 0.158
H -1.97 -2.60 -0.80 0.126
H 1.47 -3.15 -5.49 0.112
H 4.75 -0.72 -4.77 0.094
H 3.79 0.00 -2.62 0.087
C -5.33 -3.05 2.06 -0.042
C -3.90 -2.57 1.99 -0.262
C -2.86 -3.43 1.67 -0.028
C -1.54 -3.00 1.60 -0.319
C -0.50 -4.02 1.22 -0.055
C -1.25 -1.66 1.88 -0.374
Te 0.70 -0.82 1.74 1.589
N 2.60 0.54 -0.49 -0.092
C 3.20 1.03 0.60 -0.620
O 3.62 0.30 1.51 -0.034
C 3.32 2.52 0.68 -0.153
C 3.83 3.10 1.83 -0.023
C 3.93 4.48 1.93 -0.081
C 3.51 5.28 0.87 -0.093
C 2.99 4.71 -0.28 -0.082
C 2.89 3.33 -0.38 -0.033
C 1.87 -2.39 2.57 -0.374
C 2.78 -3.14 1.82 -0.294
C 2.95 -2.98 0.33 -0.070
C 3.56 -4.08 2.47 -0.004
C 3.45 -4.32 3.83 -0.258
C 4.30 -5.34 4.52 -0.046
C 2.51 -3.58 4.55 -0.011
C 1.73 -2.61 3.94 -0.299
C 0.75 -1.84 4.79 -0.076
C -2.29 -0.77 2.23 -0.294
C -2.07 0.69 2.52 -0.083
C -3.59 -1.25 2.27 -0.012
H -5.42 -4.06 1.65 0.075
H -5.99 -2.39 1.50 0.074
H -5.68 -3.08 3.09 0.085
H -3.08 -4.47 1.45 0.118
H -0.96 -4.82 0.63 0.085
H -0.04 -4.47 2.10 0.096
H 0.30 -3.58 0.62 0.037
H 4.15 2.45 2.63 0.114
H 4.33 4.93 2.82 0.099
H 3.58 6.36 0.95 0.101
H 2.65 5.33 -1.09 0.104
H 2.49 2.87 -1.27 0.103
H 2.08 -2.45 -0.04 -0.046
H 2.99 -3.95 -0.17 0.098
H 3.85 -2.40 0.08 0.099
H 4.28 -4.66 1.89 0.123
H 4.90 -5.91 3.81 0.074
H 3.69 -6.05 5.09 0.081
H 4.99 -4.86 5.23 0.085
H 2.40 -3.75 5.61 0.120
H 0.80 -2.17 5.83 0.079
H -0.28 -1.97 4.45 0.069
H 0.97 -0.77 4.77 0.071
H -1.11 0.88 3.01 0.034
H -2.86 1.06 3.17 0.090
H -2.09 1.26 1.60 0.054
H -4.39 -0.56 2.52 0.123
C -0.06 0.74 -1.28 -0.376
Ge -1.27 2.18 -1.63 0.889
C -3.07 1.54 -1.23 -0.277
C -3.51 0.33 -1.78 -0.109
C -4.77 -0.17 -1.48 -0.092
C -5.61 0.54 -0.63 -0.099
C -5.20 1.75 -0.09 -0.088
C -3.93 2.24 -0.39 -0.109
C -0.80 3.63 -0.40 -0.280
C -0.44 3.32 0.91 -0.118
C -0.11 4.32 1.81 -0.075
C -0.13 5.65 1.40 -0.092
C -0.48 5.97 0.10 -0.090
C -0.82 4.96 -0.80 -0.101
C -1.11 2.70 -3.50 -0.284
C 0.03 2.35 -4.21 -0.104
C 0.17 2.72 -5.54 -0.082
C -0.83 3.45 -6.17 -0.091
C -1.98 3.80 -5.47 -0.092
C -2.12 3.42 -4.14 -0.113
H -2.86 -0.22 -2.44 0.094
H -5.10 -1.11 -1.91 0.099
H -6.60 0.15 -0.40 0.099
H -5.85 2.30 0.57 0.102
H -3.61 3.18 0.05 0.101
H -0.39 2.28 1.22 0.055
H 0.20 4.06 2.82 0.107
H 0.14 6.43 2.10 0.103
H -0.49 7.00 -0.22 0.102
H -1.08 5.22 -1.82 0.097
H 0.81 1.77 -3.73 0.083
H 1.06 2.44 -6.09 0.104
H -0.73 3.73 -7.21 0.101
H -2.77 4.36 -5.96 0.100
H -3.02 3.69 -3.60 0.101
```

LUMO (alpha / beta) = 0.0076 / -0.0387 Eh
spin multiplicity = 4
gap between HOMO and LUMO (alpha / beta) = 5.8 / 7.3 eV

---

[3]
# C50H48BN12O2SSbTi

A structure of composition C50H48BN12O2SSbTi (ωB97M-V/def2-TZVPD, the OMol25 dataset).

Geometry as XYZ:
```
116
Properties=species:S:1:pos:R:3:lowdin_charge:R:1
Ti 1.68 2.99 -0.79 1.127
C -0.41 0.27 -3.53 -0.021
C -0.35 1.46 -2.79 -0.131
N 0.68 1.39 -1.96 -0.049
N 1.31 0.27 -2.21 -0.001
C 0.71 -0.46 -3.18 -0.006
B 2.45 -0.14 -1.24 -0.543
N 3.69 0.92 -1.43 0.054
C 5.00 0.75 -1.56 -0.021
C 5.62 1.96 -1.75 -0.013
C 4.63 2.86 -1.55 -0.095
N 3.40 2.26 -1.44 -0.078
N 1.83 0.16 0.21 0.034
C 1.46 -0.71 1.11 -0.035
C 0.88 0.01 2.15 -0.014
C 1.00 1.33 1.81 -0.099
N 1.59 1.45 0.62 -0.056
N 2.93 -1.53 -1.36 -0.013
C 2.10 -2.55 -1.07 -0.150
C 2.79 -3.68 -1.28 -0.038
C 4.14 -3.26 -1.35 -0.087
N 4.23 -1.94 -1.44 0.090
H -1.02 0.02 -4.43 0.127
H -1.17 2.18 -2.85 0.119
H 1.20 -1.37 -3.53 0.145
H 5.43 -0.27 -1.49 0.129
H 6.65 2.28 -1.92 0.135
H 4.79 3.98 -1.62 0.149
H 1.74 -1.73 0.95 0.124
H 0.43 -0.37 3.07 0.120
H 0.71 2.24 2.35 0.127
H 1.06 -2.39 -1.02 0.122
H 2.34 -4.68 -1.12 0.119
H 5.05 -3.74 -1.32 0.093
C 6.65 8.31 2.74 -0.025
C 5.45 7.54 2.26 -0.212
C 4.51 8.22 1.48 -0.025
C 3.44 7.59 0.91 -0.022
C 3.37 6.18 1.16 -0.312
C 4.22 5.47 1.99 -0.046
C 5.32 6.13 2.52 0.021
S 1.98 5.37 0.54 0.783
O 0.80 6.23 0.47 -0.257
O 1.95 3.96 1.13 -0.390
N 2.33 4.78 -0.98 -0.198
C 1.87 5.21 -2.24 -0.382
C 2.13 6.34 -2.99 0.053
C 1.70 6.29 -4.35 -0.018
C 1.14 5.20 -4.92 -0.007
C 1.05 4.07 -4.07 -0.060
N 1.46 4.12 -2.83 0.045
H 6.72 8.11 3.81 0.090
H 6.49 9.36 2.58 0.079
H 7.62 8.02 2.29 0.110
H 4.50 9.33 1.40 0.143
H 2.66 8.03 0.32 0.116
H 4.01 4.45 2.26 0.119
H 6.11 5.75 3.17 0.134
H 2.70 7.10 -2.54 0.106
H 1.91 7.29 -4.86 0.155
H 0.85 5.21 -5.95 0.115
H 0.68 3.10 -4.45 0.127
N -4.67 3.08 -1.36 0.077
C -4.52 1.89 -2.11 -0.308
C -4.74 0.59 -1.56 -0.034
C -4.65 -0.46 -2.43 -0.095
C -4.56 -0.29 -3.83 -0.099
C -4.41 0.95 -4.33 -0.113
C -4.29 1.99 -3.47 -0.082
H -5.11 2.94 -0.47 0.076
H -5.33 3.72 -1.79 0.098
H -4.68 0.46 -0.49 0.107
H -4.53 -1.48 -2.15 0.089
H -4.64 -1.22 -4.39 0.113
H -4.40 1.13 -5.41 0.124
H -4.17 2.98 -3.86 0.110
C 1.41 -8.58 3.49 -0.013
C 0.42 -8.32 4.40 -0.050
C -0.64 -7.53 4.05 -0.148
C -0.81 -7.16 2.79 -0.402
C 0.15 -7.38 1.85 -0.160
C 1.26 -8.03 2.21 -0.064
Sb -2.38 -5.80 2.29 1.794
C -3.47 -6.23 0.47 -0.395
C -3.35 -5.37 -0.58 -0.153
C -3.97 -5.69 -1.79 -0.075
C -4.83 -6.73 -1.92 -0.048
C -4.98 -7.59 -0.84 -0.036
C -4.32 -7.28 0.33 -0.139
C -3.71 -5.48 3.93 -0.393
C -5.06 -5.56 3.72 -0.131
C -5.93 -5.16 4.68 -0.054
C -5.43 -4.80 5.91 -0.034
C -4.06 -4.81 6.20 -0.039
C -3.21 -5.12 5.15 -0.154
H 2.23 -9.30 3.70 0.137
H 0.37 -8.74 5.38 0.118
H -1.44 -7.52 4.73 0.096
H -0.05 -7.01 0.86 0.101
H 2.00 -8.19 1.45 0.117
H -2.87 -4.38 -0.46 0.099
H -3.81 -4.96 -2.59 0.112
H -5.34 -6.98 -2.84 0.122
H -5.61 -8.44 -0.84 0.111
H -4.27 -8.12 1.02 0.120
H -5.47 -5.91 2.83 0.086
H -6.96 -5.14 4.46 0.115
H -6.07 -4.59 6.73 0.110
H -3.69 -4.56 7.19 0.117
H -2.05 -5.10 5.25 0.130
C -2.27 5.10 0.24 0.006
C -1.18 4.22 -0.15 -0.137
N -0.37 3.50 -0.50 0.152
H -1.91 6.09 0.30 0.076
H -2.78 4.70 1.22 0.156
H -3.03 4.96 -0.53 0.076
```

LUMO (alpha / beta) = -0.2971 / -0.3245 Eh
spin multiplicity = 2
total charge = +3
gap between HOMO and LUMO (alpha / beta) = 5.7 / 4.9 eV

---

[4]
# C50H49FeN6O3PS4

A structure of composition C50H49FeN6O3PS4 (ωB97M-V/def2-TZVPD, the OMol25 dataset).

Geometry as XYZ:
```
114
Properties=species:S:1:pos:R:3:lowdin_charge:R:1
Fe 1.18 -2.52 0.29 0.403
N -0.61 -3.49 0.28 0.000
C -1.08 -3.52 1.69 -0.112
C 0.12 -3.62 2.63 -0.630
O -0.03 -4.06 3.76 0.051
O 1.22 -3.19 2.13 -0.136
H -1.31 -3.06 -0.30 0.099
H -0.49 -4.44 -0.05 0.112
H -1.78 -4.33 1.88 0.123
H -1.57 -2.57 1.89 0.108
N 0.00 -0.72 0.64 -0.236
S -0.16 0.32 1.69 0.834
N -1.50 1.18 1.68 -0.372
S -1.60 2.28 0.50 0.726
N -0.96 2.10 -0.80 -0.353
S -0.83 0.87 -2.79 1.204
N -0.44 -0.40 -1.77 -0.147
C -0.72 -0.25 -4.26 -0.349
C -0.47 0.38 -5.58 -0.073
C -0.63 -0.40 -6.69 -0.094
C -0.97 -1.78 -6.70 -0.039
C -0.91 -2.75 -5.66 -0.077
C -0.39 -2.66 -4.40 0.007
C -2.60 0.99 -2.78 -0.414
C -3.17 1.88 -3.67 -0.076
C -4.55 1.97 -3.73 -0.062
C -5.33 1.18 -2.90 -0.069
C -4.74 0.31 -2.00 -0.059
C -3.36 0.20 -1.93 -0.072
C -1.07 3.80 1.31 -0.316
C -0.22 4.63 0.61 -0.072
C 0.24 5.79 1.21 -0.069
C -0.16 6.10 2.50 -0.073
C -1.02 5.26 3.20 -0.066
C -1.48 4.10 2.60 -0.068
C -3.38 2.52 0.49 -0.308
C -3.84 3.49 -0.39 -0.069
C -5.20 3.72 -0.49 -0.071
C -6.09 2.98 0.28 -0.074
C -5.62 2.01 1.15 -0.070
C -4.25 1.78 1.26 -0.069
C 1.19 1.50 1.74 -0.311
C 1.40 2.29 2.87 -0.063
C 2.38 3.27 2.83 -0.063
C 3.12 3.46 1.67 -0.073
C 2.90 2.67 0.55 -0.081
C 1.93 1.67 0.59 -0.087
C -0.16 -0.31 3.34 -0.317
C 1.02 -0.87 3.78 -0.079
C 1.07 -1.44 5.05 -0.049
C -0.07 -1.43 5.85 -0.052
C -1.25 -0.86 5.39 -0.055
C -1.30 -0.29 4.12 -0.057
H -0.18 1.42 -5.66 0.113
H -0.52 0.07 -7.66 0.113
H -1.27 -2.17 -7.66 0.104
H -1.27 -3.73 -5.94 0.113
H -0.30 -3.55 -3.79 0.131
H -2.55 2.51 -4.30 0.117
H -5.01 2.66 -4.42 0.113
H -6.41 1.26 -2.95 0.114
H -5.36 -0.29 -1.34 0.116
H -2.89 -0.47 -1.22 0.111
H 0.08 4.34 -0.39 0.103
H 0.92 6.44 0.68 0.109
H 0.20 7.01 2.97 0.107
H -1.33 5.51 4.20 0.109
H -2.14 3.42 3.13 0.116
H -3.13 4.05 -0.99 0.119
H -5.57 4.48 -1.17 0.112
H -7.15 3.17 0.20 0.109
H -6.31 1.44 1.75 0.109
H -3.87 1.02 1.94 0.094
H 0.80 2.15 3.76 0.125
H 2.55 3.89 3.70 0.113
H 3.88 4.24 1.64 0.110
H 3.48 2.82 -0.35 0.112
H 1.76 1.02 -0.26 0.100
H 1.89 -0.90 3.13 0.092
H 1.97 -1.91 5.40 0.117
H -0.04 -1.89 6.83 0.114
H -2.13 -0.86 6.02 0.110
H -2.21 0.17 3.75 0.096
S 3.93 -4.88 -2.19 1.024
C 3.81 -5.65 -0.65 -0.375
C 2.92 -5.07 0.21 -0.152
C 2.25 -3.93 -0.33 -0.170
C 2.71 -3.74 -1.68 -0.486
C 2.13 -2.73 -2.40 -0.225
C 2.51 -2.25 -3.73 0.014
C 1.65 -1.50 -4.42 0.043
C 0.24 -1.38 -3.88 -0.332
C 0.33 -1.31 -2.38 -0.299
N 1.15 -2.06 -1.69 0.104
H 4.41 -6.52 -0.46 0.078
H 2.74 -5.44 1.21 0.113
H 3.48 -2.51 -4.12 0.120
H 1.85 -1.14 -5.42 0.133
H -1.71 -0.72 -4.30 0.133
H -0.29 -0.39 -0.52 -0.001
C 5.43 -2.14 0.15 -0.153
P 4.17 -1.53 1.27 0.620
C 4.15 -2.64 2.69 -0.143
C 4.78 0.05 1.87 -0.157
O 2.84 -1.34 0.58 -0.371
H 6.40 -2.19 0.66 0.065
H 5.51 -1.47 -0.71 0.064
H 5.16 -3.13 -0.20 0.023
H 4.55 -2.13 3.57 0.059
H 4.75 -3.52 2.49 0.060
H 3.12 -2.94 2.88 0.032
H 5.72 -0.08 2.41 0.065
H 4.04 0.49 2.55 0.053
H 4.92 0.74 1.04 0.053
```

LUMO (alpha / beta) = -0.1303 / -0.1353 Eh
spin multiplicity = 2
total charge = +1
gap between HOMO and LUMO (alpha / beta) = 6.4 / 6.1 eV

---

F_max / eV Å⁻¹: 1.19, 0.97, 4.08, 1.33
Calculated total energy / Ha: -10482.066419, -4749.251278, -4253.597289, -5686.381351
Energy relative to the best compared isomer or geometry (same formula, charge and spin) / kcal/mol: 10.8, 0.0, 64.8, 62.2